Entry a
Below is 2 unconnected molecules or ions with the total composition CH2NO3P, with properties calculated with the ωB97M-V functional and the def2-TZVPD basis.

## Properties
SMILES: N=C=O.O=PO
Gap between HOMO and LUMO, eV: 10.534
HOMO, hartree: -0.383

Last column: Mulliken charge in e.
Positions of all 8 atoms, in Å:
N1 -0.81088 -0.08162 1.17939  -0.4408
C1 -1.17646 0.90919 1.74875  0.5481
O1 -1.55867 1.95420 2.09657  -0.3822
H1 -0.55713 -0.89304 1.77616  0.2778
O2 2.17890 0.05347 -0.47935  -0.4014
P1 1.08690 -0.79836 -0.90834  0.5305
O3 0.74721 -0.26214 -2.44423  -0.4820
H2 0.09013 -0.88170 -2.96894  0.3501

***

Entry b
Below is 2 unconnected molecules or ions with the total composition CH2NO3P, with properties calculated with the ωB97M-V functional and the def2-TZVPD basis.

## Properties
SMILES: N=C=O.O=PO
Gap between HOMO and LUMO, eV: 10.402
HOMO, hartree: -0.387

Last column: Mulliken charge in e.
Positions of all 8 atoms, in Å:
N1 1.34571 0.06745 -0.84871  -0.3993
C1 1.36843 1.04775 -0.14728  0.5488
O1 1.63411 1.82904 0.67180  -0.4108
H1 1.14072 0.05038 -1.79251  0.2723
O2 -1.61400 -0.21768 -1.18126  -0.3394
P1 -1.90702 -0.27123 0.21309  0.4003
O3 -0.91643 -1.25111 1.09428  -0.4018
H2 -1.05152 -1.25459 1.99059  0.3299

***

Stability order, top to bottom: entry a, entry b

***

Entry a
Below is 2 unconnected molecules or ions with the total composition CH4NO3P, with properties calculated with the ωB97M-V functional and the def2-TZVPD basis.

## Properties
SMILES: [H]/N=C/P(=O)=O.O
Gap between HOMO and LUMO, eV: 10.137
HOMO, hartree: -0.412

Last column: Mulliken charge in e.
Positions of all 10 atoms, in Å:
H1 2.04222 0.68797 -1.28684  0.2736
N1 1.30281 0.38726 -0.58827  -0.3842
C1 0.46949 -0.30370 -1.16134  -0.0439
P1 -0.67780 -1.34706 -0.17595  0.9094
O1 -0.85100 -2.60668 -0.88420  -0.5408
O2 -0.93818 -1.17201 1.21039  -0.5313
H2 0.59343 -0.75966 -2.16871  0.3336
O3 -0.74893 2.04692 1.52205  -0.6438
H3 -1.28104 1.34431 2.05329  0.3324
H4 0.08900 1.72264 1.47959  0.2950

***

Entry b
Below is CH4NO3P in the gas phase, with properties calculated with the ωB97M-V functional and the def2-TZVPD basis.

## Properties
SMILES: O=CNP(O)O
Gap between HOMO and LUMO, eV: 9.732
HOMO, hartree: -0.336

Last column: Mulliken charge in e.
Positions of all 10 atoms, in Å:
O1 -1.39770 0.13874 0.51032  -0.6068
C1 -0.72433 -0.80852 0.10004  0.0945
N1 0.33644 -0.63402 -0.60305  -0.1321
P1 0.88102 1.03958 -0.58943  0.2300
O2 0.65323 1.55706 0.95008  -0.4222
O3 -0.15810 1.68077 -1.66459  -0.4376
H1 -1.17024 -1.81199 -0.04213  0.3326
H2 0.69169 -1.45696 -1.12058  0.2361
H3 -0.27256 1.84160 1.12487  0.3697
H4 -0.98432 1.23140 -1.86142  0.3359

***

Stability order, top to bottom: entry b, entry a

***

Entry a
Below is CH4NO3P in the gas phase, with properties calculated with the ωB97M-V functional and the def2-TZVPD basis.

## Properties
SMILES: ON1CP(O)O1
Gap between HOMO and LUMO, eV: 9.187
HOMO, hartree: -0.322

Last column: Mulliken charge in e.
Positions of all 10 atoms, in Å:
O1 -1.54027 -1.47223 -0.34815  -0.4219
N1 -0.16490 -1.12070 -0.45138  0.0451
C1 0.01400 0.27812 -0.81716  -0.4405
P1 1.35264 0.66702 0.45050  0.2811
O2 0.82865 1.73865 1.52882  -0.4182
O3 0.36613 -0.99359 0.88851  -0.3915
H1 -1.65193 -2.38198 -0.57122  0.3433
H2 0.26447 0.44770 -1.87746  0.2746
H3 -0.96206 0.73612 -0.92377  0.3722
H4 1.49327 2.10089 2.12131  0.3558

***

Entry b
Below is a molecular structure, CH4NO3P, with properties calculated with the ωB97M-V functional and the def2-TZVPD basis.

## Properties
Gap between HOMO and LUMO (alpha / beta), eV: 8.933 / 8.924
HOMO (alpha / beta), hartree: -0.345 / -0.343

Last column: Mulliken charge in e.
Positions of all 10 atoms, in Å:
C1 1.58745 0.21181 -0.55311  -0.0529
N1 -0.96790 -0.51096 1.33514  -0.5864
O1 -2.34377 0.63293 -1.49610  -0.5626
O2 0.63381 -0.86669 -0.89837  -0.3348
O3 0.62945 1.12287 0.06830  -0.3371
P1 -0.55122 0.01442 -0.23526  0.7324
H1 2.15394 -0.25389 0.26633  0.2341
H2 2.02163 0.50572 -1.49843  0.2649
H3 -1.71415 -1.18119 1.24641  0.3207
H4 -1.44923 0.32499 1.76509  0.3216

***

Stability order, top to bottom: entry a, entry b

***

Entry a
Below is CHBrClNO2 in the gas phase, with properties calculated with the ωB97M-V functional and the def2-TZVPD basis.

## Properties
SMILES: O=[N+]([O-])[C@H](Cl)Br
Gap between HOMO and LUMO, eV: 10.415
HOMO, hartree: -0.413

Last column: Mulliken charge in e.
Positions of all 7 atoms, in Å:
O1 1.61498 0.87866 -0.25916  -0.5312
N1 0.87353 0.14462 0.34508  0.8706
O2 0.98161 -0.39556 1.39930  -0.4478
C1 -0.48305 0.01606 -0.28533  -0.1524
Cl1 -1.91853 0.96028 0.39414  -0.1097
Br1 -0.74322 -1.91471 -0.32238  -0.0433
H1 -0.32532 0.31064 -1.27166  0.4138

***

Entry b
Below is 2 unconnected molecules or ions with the total composition CHBrClNO2, with properties calculated with the ωB97M-V functional and the def2-TZVPD basis.

## Properties
Gap between HOMO and LUMO (alpha / beta), eV: 8.599 / 5.463
HOMO (alpha / beta), hartree: -0.403 / -0.360

Last column: Mulliken charge in e.
Positions of all 7 atoms, in Å:
C1 0.37609 0.26120 -0.58376  -0.3240
N1 1.50684 0.46124 0.23025  0.9654
O1 2.47473 0.95034 -0.34319  -0.5614
O2 1.44017 0.07417 1.35847  -0.5176
Cl1 1.07974 -3.05095 -0.64570  -0.0139
Br1 0.53462 1.04382 -2.17431  0.0502
H1 -0.37638 -0.65959 -0.35742  0.4014

***

Stability order, top to bottom: entry a, entry b

***

Entry a
Below is C4H6BrNO in the gas phase, with properties calculated with the ωB97M-V functional and the def2-TZVPD basis.

## Properties
SMILES: NC(=O)C1(Br)CC1
Gap between HOMO and LUMO, eV: 10.415
HOMO, hartree: -0.355

Last column: Mulliken charge in e.
Positions of all 13 atoms, in Å:
N1 -1.55518 -1.51352 0.63970  -0.3294
C1 -0.68882 -1.07770 -0.25502  0.5552
O1 -0.22832 -1.70013 -1.16187  -0.5784
C2 -0.05825 0.44082 0.16814  0.4263
Br1 -0.58066 1.02185 1.83818  -0.2525
C3 0.53475 1.57520 -0.72620  -0.6489
C4 1.35899 0.39560 -0.27202  -0.5626
H1 -1.64645 -0.99927 1.46067  0.1141
H2 -1.68115 -2.44469 0.63239  0.2411
H3 0.48037 2.46320 -0.08104  0.2913
H4 0.25429 1.54410 -1.77648  0.2495
H5 1.63139 -0.38998 -0.90557  0.2777
H6 2.17903 0.68451 0.43913  0.2166

***

Entry b
Below is C4H6BrNO in the gas phase, with properties calculated with the ωB97M-V functional and the def2-TZVPD basis.

## Properties
SMILES: C=C(Br)/N=C\OC
Gap between HOMO and LUMO, eV: 9.496
HOMO, hartree: -0.324

Last column: Mulliken charge in e.
Positions of all 13 atoms, in Å:
C1 -0.43105 -2.67443 1.56222  -0.5958
C2 -0.10536 -1.55426 0.95961  0.4314
Br1 1.31467 -0.46934 1.90979  -0.2865
N1 -0.55142 -1.12502 -0.21109  -0.4514
C3 -0.36577 -0.26283 -1.11429  0.1599
O1 0.07487 0.89679 -1.48214  -0.3544
C4 0.73805 1.91151 -0.78951  -0.7884
H1 -0.95887 -3.44901 0.98477  0.2648
H2 -0.10605 -2.83209 2.58314  0.2540
H3 -0.69067 -0.68760 -2.04757  0.3504
H4 0.49163 2.76031 -1.26132  0.3253
H5 0.23819 1.92100 0.11463  0.4097
H6 1.78563 1.84455 -0.67429  0.2808

***

Stability order, top to bottom: entry a, entry b

***

Entry a
Below is C4H6ClN in the gas phase, with properties calculated with the ωB97M-V functional and the def2-TZVPD basis.

## Properties
SMILES: C#C[C@@H](Cl)CN
Gap between HOMO and LUMO, eV: 10.266
HOMO, hartree: -0.344

Last column: Mulliken charge in e.
Positions of all 12 atoms, in Å:
C1 1.57829 1.84903 -0.08892  -0.1146
C2 0.62994 1.15946 0.07133  -0.5656
C3 -0.24274 -0.06004 0.30110  0.3806
Cl1 -1.93816 0.11384 -0.00750  -0.1893
C4 0.42758 -1.13115 -0.49437  -0.6893
N1 1.68852 -1.42864 0.18028  -0.5774
H1 2.36353 2.53286 -0.33356  0.3964
H2 -0.12399 -0.29060 1.38125  0.2058
H3 0.66327 -0.71428 -1.52211  0.3306
H4 -0.17952 -2.03254 -0.52810  0.3122
H5 1.59965 -1.60223 1.17670  0.2239
H6 2.44779 -0.73178 -0.04350  0.2869

***

Entry b
Below is C4H6ClN in the gas phase, with properties calculated with the ωB97M-V functional and the def2-TZVPD basis.

## Properties
SMILES: Cl[C@H]1CC=NC1
Gap between HOMO and LUMO, eV: 10.856
HOMO, hartree: -0.364

Last column: Mulliken charge in e.
Positions of all 12 atoms, in Å:
Cl1 2.00787 -0.22792 -1.29816  -0.1937
C1 0.84818 -0.62466 -0.04036  -0.0427
C2 0.33138 0.91135 0.78761  -0.6826
C3 -0.93332 1.08005 0.02686  0.0007
N1 -1.37239 0.11639 -0.65421  -0.5262
C4 -0.51180 -1.04432 -0.58265  -0.5519
H1 1.29931 -1.29296 0.68074  0.3445
H2 1.07805 1.68256 0.65524  0.3448
H3 0.16431 0.65820 1.83057  0.2783
H4 -1.48720 2.00464 0.06012  0.3992
H5 -0.44829 -1.50371 -1.57120  0.3652
H6 -0.97609 -1.75961 0.10544  0.2644

***

Stability order, top to bottom: entry b, entry a